(1)
A molecular structure, C59H45NOP2S6V at a distorted geometry, computed with ωB97M-V/def2-TZVPD.

The geometry in XYZ format:
```
115
Properties=species:S:1:pos:R:3:forces:R:3
V -0.542927 0.137233 0.450861 3.23 -0.13 -0.31
O -0.050074 0.916440 3.492358 0.96 0.13 -0.25
S 0.669965 1.055266 2.174730 -0.91 -0.48 1.02
C 1.263484 2.769170 2.254351 0.04 0.17 -0.67
C 1.819411 3.129805 3.448885 0.14 0.23 0.33
C 2.392949 4.401815 3.691190 -0.05 -0.41 0.33
C 2.346166 5.320074 2.696310 -0.02 0.23 -0.17
C 2.863308 6.741106 2.637383 -0.08 -0.07 -0.08
C 2.301459 7.304040 1.304409 0.02 -0.13 0.06
C 1.669892 6.108132 0.626628 0.13 0.10 0.28
C 1.047062 5.985440 -0.565976 -0.26 -0.11 -0.53
C 0.495168 4.724957 -0.907353 0.13 0.53 -0.24
C 0.557040 3.600534 -0.130940 0.00 -0.35 0.34
P -0.336981 2.112869 -0.821473 -0.55 0.21 -0.65
C -1.958875 2.981300 -1.120017 0.04 0.11 0.05
C -2.515570 3.668819 -0.037772 -0.18 -0.06 -0.08
C -3.784841 4.226453 -0.108052 0.10 -0.07 0.01
C -4.532878 4.109524 -1.273019 0.03 0.03 0.04
C -3.987089 3.449623 -2.361728 0.07 -0.04 -0.02
C -2.712465 2.892286 -2.287716 -0.04 0.05 0.02
C 0.346367 2.012059 -2.544602 0.31 0.24 0.06
C 1.552093 2.594735 -2.952157 -0.12 -0.08 -0.11
C 2.050378 2.396188 -4.236393 -0.06 0.00 0.11
C 1.367094 1.587561 -5.135756 -0.03 0.00 0.06
C 0.188742 0.973413 -4.733614 0.00 0.02 0.03
C -0.311660 1.178102 -3.451377 0.06 0.06 -0.08
C 1.164965 3.716600 1.170068 0.17 0.05 0.21
C 1.715129 4.993407 1.480562 -0.12 -0.48 -0.02
C 2.238271 0.194022 2.531752 -0.13 -0.11 0.08
C 3.467939 0.775064 2.435410 0.25 0.09 0.05
C 4.636193 0.199162 3.009294 0.03 0.30 -0.22
C 4.514735 -0.947064 3.722861 -0.05 -0.22 0.13
C 5.520715 -1.771478 4.502041 -0.15 -0.05 -0.04
C 4.689177 -2.946096 5.102930 -0.07 0.08 -0.11
C 3.293870 -2.762429 4.535499 0.25 0.08 -0.02
C 2.165193 -3.512525 4.624321 -0.38 -0.21 0.00
C 1.017119 -3.103371 3.890895 0.16 -0.29 0.37
C 0.954345 -1.952971 3.152580 0.06 0.35 -0.32
P -0.440340 -1.714020 1.940773 -0.33 -0.73 -0.12
C -1.941949 -1.900932 2.968987 0.02 0.09 0.17
C -1.969437 -1.648296 4.338680 -0.02 -0.03 0.01
C -3.176712 -1.653678 5.033226 0.08 0.00 -0.05
C -4.366987 -1.897470 4.362295 0.00 -0.02 -0.04
C -4.351171 -2.139323 2.992865 0.07 0.00 0.01
C -3.147707 -2.133728 2.301862 0.03 0.04 0.17
C -0.289281 -3.398957 1.162621 0.26 -0.15 0.25
C -1.133512 -4.486309 1.363761 0.04 0.01 -0.07
C -0.895076 -5.702444 0.721994 0.02 0.09 -0.01
C 0.193942 -5.846556 -0.125354 0.01 0.09 0.04
C 1.056980 -4.769246 -0.319456 -0.05 0.01 0.07
C 0.819870 -3.564058 0.325356 -0.02 -0.07 -0.07
C 2.101565 -1.099840 3.137182 0.00 0.10 0.01
C 3.256055 -1.580764 3.779674 -0.17 0.22 -0.16
H 1.806941 2.386007 4.237278 0.04 0.04 0.01
H 2.853148 4.622749 4.649104 -0.06 -0.06 -0.01
H 3.953362 6.744849 2.635482 0.09 0.00 0.00
H 2.545811 7.327201 3.498664 -0.04 0.03 0.06
H 3.077648 7.760784 0.692218 0.06 0.02 -0.06
H 1.551128 8.071767 1.492196 -0.07 0.06 0.00
H 0.956659 6.824717 -1.247974 -0.05 -0.07 -0.03
H -0.029200 4.638529 -1.849521 0.03 0.08 -0.11
H -1.952439 3.752505 0.881054 0.02 -0.02 0.16
H -4.200623 4.728702 0.758543 0.03 -0.06 -0.01
H -5.535785 4.519737 -1.323008 0.04 -0.02 0.00
H -4.560193 3.351629 -3.277811 0.04 -0.01 0.01
H -2.311289 2.388081 -3.155311 -0.07 0.03 0.01
H 2.122657 3.192689 -2.255821 0.01 0.04 0.04
H 2.986342 2.863198 -4.527488 -0.04 -0.06 0.04
H 1.766778 1.407417 -6.127834 -0.02 0.00 0.05
H -0.328534 0.298876 -5.408352 0.02 0.05 0.06
H -1.197878 0.645530 -3.133028 0.02 -0.08 0.01
H 3.558214 1.717423 1.912659 0.04 0.03 0.05
H 5.592805 0.699343 2.894048 -0.07 0.02 -0.01
H 6.006584 -1.181164 5.279500 0.02 0.02 0.03
H 6.307450 -2.146145 3.845049 0.02 0.01 -0.02
H 4.674653 -2.901502 6.192530 -0.01 0.01 0.06
H 5.105284 -3.915942 4.829987 0.02 -0.04 -0.02
H 2.144368 -4.434962 5.197277 -0.07 0.03 -0.05
H 0.144970 -3.746000 3.891320 0.03 -0.11 0.00
H -1.042426 -1.423436 4.856145 -0.09 0.02 -0.02
H -3.188004 -1.446100 6.099440 0.02 0.00 -0.08
H -5.309943 -1.878796 4.899686 0.05 0.02 -0.04
H -5.280630 -2.291503 2.456379 0.05 0.04 0.00
H -3.129099 -2.283758 1.230656 -0.06 0.04 -0.09
H -1.990063 -4.388782 2.019489 -0.01 -0.03 -0.01
H -1.568695 -6.537749 0.886419 0.01 0.04 0.00
H 0.371928 -6.789228 -0.634090 -0.02 0.07 0.03
H 1.907626 -4.865860 -0.987819 -0.06 0.03 0.06
H 1.494933 -2.725643 0.170233 -0.05 -0.02 -0.03
S 2.970876 -2.578913 -5.563945 0.04 -0.06 -0.09
C 2.244724 -2.063394 -4.151431 -0.02 0.00 0.11
S 0.621907 -2.398656 -3.721329 -0.14 -0.03 -0.05
C 0.540626 -1.502966 -2.222288 -0.26 -0.07 -0.04
C 1.700652 -0.923622 -1.844344 0.12 0.12 0.02
S 1.907702 -0.019554 -0.370642 0.63 -0.19 -0.24
S 3.034830 -1.135568 -2.956963 0.07 0.15 0.13
S -0.960988 -1.378354 -1.376458 -0.33 -0.57 -0.72
C -4.350589 -0.367418 -0.904346 0.07 -0.01 0.01
C -4.573105 0.339677 0.399138 0.25 0.05 0.20
C -5.867137 0.584679 0.821309 0.00 0.12 0.24
C -6.157266 1.252924 2.018786 0.11 -0.10 -0.10
C -5.073107 1.687296 2.787208 -0.07 -0.04 -0.16
C -3.756720 1.467181 2.419448 0.07 0.05 -0.07
C -2.662017 1.982427 3.322341 -0.36 -0.01 -0.11
C -3.434742 0.747803 1.204094 0.39 -0.04 -0.04
N -2.156810 0.479968 0.850876 -3.67 0.97 1.22
H -5.300133 -0.498091 -1.435381 0.09 0.01 0.03
H -3.895725 -1.352518 -0.769998 0.07 -0.04 -0.01
H -3.662550 0.191230 -1.540735 0.07 0.01 -0.05
H -6.686695 0.239533 0.190251 0.08 0.05 0.02
H -7.182118 1.430048 2.332740 0.09 -0.01 -0.03
H -5.259656 2.223541 3.719296 0.03 -0.04 -0.09
H -2.957239 2.937314 3.776641 -0.01 -0.07 -0.02
H -1.729554 2.113007 2.783517 -0.18 0.11 0.01
H -2.441159 1.276088 4.130933 0.05 0.08 -0.13
```
Forces are in eV/Å.

spin multiplicity = 2
total charge = -2
DFT total energy = -174730.59231 eV
orbital gap (spin up / spin down) = 3.192 / 3.945 eV
highest occupied orbital energy (spin up / spin down) = 0.020 / -0.008 hartree

(2)
A molecular structure, C59H47GeOP2STcTe, computed with ωB97M-V/def2-TZVPD.

The geometry in XYZ format:
```
113
Properties=species:S:1:pos:R:3:forces:R:3
Tc 1.405031 -0.551800 0.023220 -0.14 0.41 -0.33
O -0.411352 -0.894479 2.887937 -0.02 0.01 0.08
C -0.485408 -1.829221 3.904889 0.05 0.08 -0.09
C -0.517065 -1.456201 5.241529 -0.03 0.00 -0.06
C -0.519860 -2.433479 6.225203 -0.01 -0.01 0.01
C -0.477043 -3.776033 5.884218 0.00 0.02 0.02
C -0.418544 -4.132894 4.547742 0.00 0.01 -0.04
C -0.423890 -3.174687 3.530430 -0.05 0.02 0.08
P -0.306331 -3.848391 1.843142 0.12 -0.03 -0.04
C -1.787106 -3.278967 0.947035 -0.09 0.01 0.00
C -2.732869 -2.405529 1.477247 0.00 0.03 0.00
C -3.854214 -2.050351 0.741749 0.02 0.00 0.02
C -4.044776 -2.566030 -0.531747 0.02 0.00 -0.02
C -3.130167 -3.469048 -1.053189 -0.02 -0.01 0.00
C -2.019084 -3.837041 -0.311285 0.02 0.00 0.02
C 1.049841 -2.852924 1.094915 0.04 0.34 -0.15
C 1.264575 -2.885427 -0.310162 -0.18 0.00 0.06
C 2.446046 -2.411109 -0.900298 0.18 -0.02 0.00
C 3.458689 -1.867125 -0.075722 0.02 -0.06 -0.34
C 3.215064 -1.711082 1.272796 0.06 -0.06 0.34
C 2.007883 -2.171385 1.851862 0.04 0.07 -0.03
C -1.054664 0.320340 2.993062 0.00 -0.14 0.08
C -2.303577 0.427392 3.590932 0.03 0.05 -0.01
C -2.931434 1.660962 3.647880 0.01 0.00 0.00
C -2.317003 2.779851 3.108707 0.02 -0.01 -0.01
C -1.078718 2.656975 2.499896 -0.05 0.00 0.03
C -0.422335 1.426067 2.424030 -0.01 0.02 0.00
P 1.171598 1.285344 1.533240 0.02 0.00 -0.12
C 2.468149 1.151825 2.802914 0.03 -0.02 -0.09
C 2.188643 0.847538 4.127360 0.06 0.06 0.04
C 3.225844 0.655155 5.034724 -0.08 0.00 -0.03
C 4.540522 0.778602 4.619776 0.06 -0.01 0.00
C 4.826692 1.094929 3.295150 0.01 0.03 0.01
C 3.798641 1.270820 2.385775 -0.07 0.06 0.09
C 1.348489 2.974439 0.881343 0.00 0.00 0.05
C 2.085203 3.953131 1.544313 0.01 -0.02 -0.03
C 2.127555 5.247663 1.047271 0.01 -0.01 0.01
C 1.423558 5.575794 -0.101854 -0.02 -0.02 0.00
C 0.671989 4.608852 -0.755204 0.02 0.12 0.01
C 0.635801 3.314365 -0.267496 -0.08 -0.12 0.03
H -0.553944 -0.410779 5.515263 -0.01 0.02 -0.01
H -0.551071 -2.135578 7.264986 0.00 0.00 0.00
H -0.479389 -4.537863 6.650964 0.00 0.00 0.00
H -0.365548 -5.178742 4.271282 0.00 0.00 0.00
H -2.604238 -2.007972 2.473159 -0.01 -0.02 -0.03
H -4.576904 -1.362728 1.162554 -0.01 0.00 0.00
H -4.911877 -2.276824 -1.111465 0.00 0.00 0.00
H -3.283039 -3.894508 -2.035990 0.01 0.00 0.00
H -1.338849 -4.580723 -0.712244 0.00 -0.01 0.01
H 0.498978 -3.311044 -0.945785 0.03 -0.04 -0.04
H 2.613523 -2.505204 -1.962127 0.00 0.02 -0.05
H 4.379978 -1.518672 -0.519447 0.02 0.00 -0.03
H 3.944174 -1.218955 1.901642 -0.04 -0.05 -0.01
H 1.871175 -2.043323 2.916384 0.00 0.00 0.02
H -2.773304 -0.443155 4.027219 0.01 -0.02 0.01
H -3.903255 1.740960 4.117587 0.00 0.01 0.00
H -2.798898 3.746855 3.151475 -0.01 0.00 0.00
H -0.618449 3.536294 2.072931 -0.02 -0.01 0.02
H 1.163888 0.774737 4.461014 -0.06 -0.01 0.03
H 3.001074 0.417727 6.066381 0.00 0.00 0.00
H 5.345697 0.633631 5.327911 0.01 0.01 -0.01
H 5.853706 1.203530 2.971949 0.01 -0.01 0.00
H 4.022545 1.493734 1.347327 -0.01 0.02 0.00
H 2.624304 3.714697 2.450587 0.02 -0.02 0.02
H 2.707518 6.000794 1.563782 0.00 0.00 0.00
H 1.457239 6.585962 -0.487803 0.00 0.00 0.00
H 0.122874 4.867173 -1.649972 0.01 -0.02 0.03
H 0.042765 2.557842 -0.774365 0.03 0.07 0.03
C -0.309468 -0.316786 -0.680135 0.23 -0.32 0.38
Ge -1.312425 0.287565 -2.265314 0.08 0.07 -0.03
C -0.402810 1.482736 -3.491064 0.08 0.06 -0.04
C 0.430178 0.970357 -4.486082 -0.02 0.01 0.01
C 1.130663 1.817346 -5.329525 0.02 -0.01 -0.02
C 1.002894 3.192953 -5.192572 0.01 0.03 -0.01
C 0.155243 3.716977 -4.228514 -0.04 -0.04 0.01
C -0.546867 2.863848 -3.386720 -0.07 -0.02 -0.04
C -1.649064 -1.364604 -3.238119 -0.10 -0.02 -0.05
C -2.882182 -1.590070 -3.845345 0.00 -0.02 0.01
C -3.097656 -2.729139 -4.609801 -0.03 0.01 0.00
C -2.082319 -3.660980 -4.771346 0.01 -0.03 -0.01
C -0.846149 -3.446328 -4.176939 0.01 -0.01 0.02
C -0.634003 -2.301237 -3.420862 0.04 -0.01 -0.01
C -2.917454 1.157167 -1.605287 -0.07 0.04 0.00
C -3.233421 1.200379 -0.248740 -0.01 -0.01 0.02
C -4.383782 1.842334 0.190543 0.01 0.00 0.02
C -5.234717 2.449056 -0.720445 -0.02 0.01 0.00
C -4.928973 2.423284 -2.074038 0.00 0.00 -0.01
C -3.776219 1.786281 -2.509607 -0.01 -0.02 -0.03
H -1.011800 -0.925640 -0.076326 -0.08 0.00 -0.09
H 0.534925 -0.102610 -4.607001 -0.03 0.02 0.00
H 1.777421 1.407612 -6.094934 0.01 0.00 0.01
H 1.552877 3.855837 -5.847909 0.00 0.00 0.00
H 0.036435 4.789893 -4.140196 -0.01 0.00 -0.01
H -1.231795 3.277278 -2.651452 0.05 0.00 -0.02
H -3.688950 -0.876748 -3.717246 0.00 0.01 0.00
H -4.059570 -2.891103 -5.079437 0.00 0.00 0.00
H -2.250226 -4.548581 -5.367391 0.00 0.00 0.00
H -0.047721 -4.165472 -4.314465 0.00 0.01 0.01
H 0.342850 -2.126598 -2.978694 0.02 0.01 0.00
H -2.585207 0.733336 0.486818 0.01 -0.01 -0.02
H -4.612087 1.869461 1.248463 -0.01 0.00 0.00
H -6.131673 2.948119 -0.377015 0.00 0.00 0.00
H -5.585203 2.903253 -2.788349 0.00 0.00 0.00
H -3.539575 1.788028 -3.568968 0.00 0.01 0.01
Te 2.667129 1.217357 -1.562554 -0.12 -0.44 0.35
C 3.904214 0.011975 -2.757417 0.03 0.07 0.03
C 3.640204 -0.827430 -3.803118 -0.08 0.02 -0.02
C 4.815116 -1.376442 -4.390510 0.01 0.04 0.02
C 5.952267 -0.929428 -3.789853 0.04 -0.01 0.01
S 5.599355 0.151326 -2.510311 0.03 -0.13 -0.10
H 2.638262 -1.015066 -4.167652 0.02 -0.04 0.04
H 4.813465 -2.056632 -5.229860 -0.01 0.00 0.00
H 6.972774 -1.167575 -4.043239 0.00 -0.02 0.00
```
Forces are in eV/Å.

energy relative to the best compared isomer or geometry (same formula, charge and spin) = 0.0 kJ/mol
spin multiplicity = 2
total charge = +1
DFT total energy = -159408.62461 eV
orbital gap (spin up / spin down) = 6.797 / 6.400 eV
highest occupied orbital energy (spin up / spin down) = -0.346 / -0.357 hartree

Question: The highest total charge belongs to which entry?
Answer: C59H47GeOP2STcTe

Question: Among the records above, which one has the highest total charge?
Answer: C59H47GeOP2STcTe